{
  "formula": "C45H90O30",
  "method": "ωB97M-V with the def2-TZVPD basis set",
  "lumo_energy_ev": 0.699,
  "mol_weight_g_mol": 1111.18,
  "gap_ev": 9.97,
  "multiplicity": 1,
  "homo_ev": -9.27,
  "relative_energy_kcal_mol": 11.7,
  "species": ["C", "C", "O", "C", "O", "O", "H", "H", "H", "H", "C", "C", "O", "C", "O", "O", "H", "H", "H", "H", "C", "C", "O", "C", "O", "O", "H", "H", "H", "H", "C", "C", "O", "C", "O", "O", "H", "H", "H", "H", "C", "C", "O", "C", "O", "O", "H", "H", "H", "H", "C", "O", "C", "C", "O", "C", "C", "O", "C", "H", "H", "H", "H", "H", "H", "H", "H", "H", "H", "H", "H", "H", "H", "C", "O", "C", "C", "O", "C", "C", "O", "C", "H", "H", "H", "H", "H", "H", "H", "H", "H", "H", "H", "H", "H", "H", "C", "O", "C", "C", "O", "C", "C", "O", "C", "H", "H", "H", "H", "H", "H", "H", "H", "H", "H", "H", "H", "H", "H", "C", "O", "C", "C", "O", "C", "C", "O", "C", "H", "H", "H", "H", "H", "H", "H", "H", "H", "H", "H", "H", "H", "H", "C", "O", "C", "C", "O", "C", "C", "O", "C", "H", "H", "H", "H", "H", "H", "H", "H", "H", "H", "H", "H", "H", "H"],
  "xyz": [[-1.790, 1.397, -0.074], [-1.874, 0.254, -1.012], [-0.739, -0.537, -0.638], [0.056, 0.123, 0.186], [1.093, -0.330, 0.591], [-0.552, 1.273, 0.593], [-2.547, 1.331, 0.694], [-1.838, 2.380, -0.555], [-1.736, 0.552, -2.035], [-2.783, -0.285, -0.819], [-5.954, -1.059, 3.630], [-6.155, 0.401, 3.473], [-5.557, 0.745, 2.203], [-4.850, -0.330, 1.801], [-4.211, -0.353, 0.801], [-4.823, -1.323, 2.739], [-6.771, -1.612, 3.190], [-5.722, -1.431, 4.612], [-5.681, 1.035, 4.148], [-7.248, 0.554, 3.455], [2.922, 0.491, -4.439], [2.306, -0.355, -3.332], [1.186, 0.393, -2.918], [1.427, 1.625, -3.107], [0.736, 2.505, -2.702], [2.557, 1.823, -3.903], [2.493, 0.346, -5.366], [4.023, 0.508, -4.467], [3.031, -0.413, -2.432], [2.061, -1.476, -3.533], [3.273, 3.211, -0.435], [2.862, 2.492, 0.773], [3.839, 1.411, 0.911], [4.409, 1.288, -0.324], [5.250, 0.459, -0.544], [4.061, 2.256, -1.094], [3.895, 4.053, -0.214], [2.402, 3.484, -1.054], [1.853, 2.000, 0.713], [2.813, 3.070, 1.680], [-0.953, -0.240, 3.640], [-0.519, -0.497, 5.066], [-1.655, -0.016, 5.771], [-2.683, 0.157, 5.006], [-3.833, 0.395, 5.391], [-2.384, -0.110, 3.758], [-0.680, -1.049, 2.951], [-0.525, 0.707, 3.298], [0.368, -0.019, 5.467], [-0.518, -1.584, 5.249], [-1.001, 3.542, 3.787], [-0.363, 4.385, 4.695], [0.295, 3.766, 5.820], [1.568, 3.002, 5.531], [1.502, 1.856, 4.731], [2.736, 1.147, 4.631], [2.845, 0.028, 3.611], [2.070, -1.148, 3.806], [2.463, -2.193, 2.977], [-1.910, 3.061, 4.263], [-0.301, 2.780, 3.317], [-1.402, 4.177, 2.978], [-0.381, 3.045, 6.346], [0.529, 4.582, 6.467], [2.063, 2.753, 6.511], [2.227, 3.767, 5.040], [3.003, 0.717, 5.635], [3.550, 1.850, 4.351], [3.853, -0.317, 3.648], [2.646, 0.354, 2.614], [3.483, -2.494, 3.210], [2.273, -2.032, 1.892], [1.800, -2.992, 3.304], [0.244, 5.090, 0.010], [1.521, 5.411, 0.696], [1.355, 5.286, 2.078], [2.560, 5.848, 2.737], [3.500, 4.762, 2.807], [4.709, 5.005, 3.526], [5.695, 3.841, 3.286], [6.232, 3.956, 2.010], [7.174, 2.899, 1.798], [-0.632, 5.630, 0.404], [0.130, 4.005, 0.048], [0.387, 5.456, -1.028], [1.168, 4.262, 2.320], [0.483, 5.928, 2.433], [2.245, 6.130, 3.773], [3.014, 6.639, 2.163], [4.443, 5.115, 4.589], [5.089, 6.015, 3.162], [5.241, 2.853, 3.326], [6.521, 3.846, 3.984], [8.048, 3.151, 2.392], [7.331, 2.923, 0.751], [6.759, 1.958, 2.148], [4.931, -2.989, -0.916], [3.877, -3.617, -1.596], [4.185, -3.877, -2.885], [3.069, -4.588, -3.596], [1.946, -3.738, -3.612], [0.785, -4.284, -4.184], [-0.308, -3.256, -3.962], [-0.154, -2.260, -4.855], [-1.217, -1.328, -4.677], [5.697, -3.728, -0.653], [4.512, -2.656, 0.045], [5.423, -2.274, -1.548], [5.148, -4.416, -2.919], [4.325, -2.944, -3.438], [2.848, -5.507, -3.024], [3.432, -4.786, -4.588], [0.584, -5.346, -3.793], [0.861, -4.404, -5.263], [-0.245, -2.959, -2.862], [-1.286, -3.766, -4.010], [-0.937, -0.395, -5.128], [-1.220, -1.125, -3.595], [-2.185, -1.635, -5.046], [-2.514, -8.057, -5.420], [-2.520, -7.882, -4.036], [-1.421, -8.583, -3.515], [-1.280, -8.320, -1.964], [-0.617, -7.086, -1.789], [-0.929, -6.412, -0.645], [-0.015, -5.173, -0.488], [-0.453, -4.457, 0.607], [-1.718, -3.910, 0.465], [-2.655, -9.090, -5.681], [-1.565, -7.698, -5.808], [-3.332, -7.458, -5.775], [-0.462, -8.278, -3.995], [-1.508, -9.642, -3.710], [-0.701, -9.037, -1.466], [-2.350, -8.463, -1.610], [-0.829, -7.042, 0.274], [-1.977, -6.051, -0.661], [-0.099, -4.497, -1.384], [1.021, -5.454, -0.423], [-1.840, -2.966, 1.052], [-2.447, -4.614, 0.826], [-1.876, -3.658, -0.566], [-5.286, -0.357, -5.326], [-5.315, 0.715, -4.456], [-5.296, 0.400, -3.118], [-5.213, 1.741, -2.349], [-3.876, 2.244, -2.405], [-3.723, 3.505, -3.090], [-4.190, 4.558, -2.167], [-3.327, 4.506, -1.036], [-3.206, 5.783, -0.520], [-4.299, -0.787, -5.311], [-5.462, 0.069, -6.325], [-6.100, -1.056, -5.011], [-4.444, -0.180, -2.797], [-6.227, -0.133, -2.859], [-5.442, 1.710, -1.299], [-5.896, 2.438, -2.884], [-4.272, 3.389, -4.005], [-2.662, 3.575, -3.262], [-5.201, 4.324, -1.802], [-4.208, 5.558, -2.562], [-2.744, 5.694, 0.474], [-4.135, 6.327, -0.349], [-2.561, 6.334, -1.099]],
  "forces_ev_per_angstrom": [[-0.8, 1.8, 0.6], [0.4, -0.3, -0.3], [-0.1, -0.8, -0.6], [-0.4, -0.3, 0.8], [-0.1, 0.8, 0.0], [1.9, -0.5, 0.0], [-0.4, 0.1, 0.1], [0.0, -0.3, 0.0], [-0.2, 0.0, -0.5], [-0.2, -0.5, -0.3], [1.2, -1.0, -1.0], [-1.8, 0.5, -0.8], [-0.6, -1.3, -0.1], [0.8, 0.0, 1.2], [0.1, -0.2, -0.7], [-0.9, 0.7, -0.4], [-0.4, -0.2, 0.1], [0.2, 0.1, 0.4], [0.6, 0.6, 1.6], [0.5, 0.5, -0.2], [1.0, 1.3, 3.2], [2.3, -3.3, 1.2], [-0.8, -3.0, 0.4], [1.3, 3.0, -1.6], [-0.2, 0.9, 0.4], [-1.2, -0.8, 0.1], [-0.9, -0.2, -2.1], [-0.5, -0.4, -0.1], [-1.0, 0.2, -1.3], [0.0, 2.3, 0.0], [-1.0, 0.9, -0.6], [-2.0, -2.0, 1.9], [-0.4, 0.8, -0.8], [1.6, -1.3, 2.7], [-0.4, -0.1, -0.5], [0.0, 0.5, -2.8], [0.3, 0.7, 0.0], [0.6, 0.0, 0.1], [0.9, 0.4, -0.4], [0.6, 0.2, 0.1], [1.1, 0.4, -0.5], [-0.5, -1.5, 0.0], [0.6, 0.9, 2.4], [-3.5, -0.3, 0.7], [2.3, -0.1, -0.6], [0.5, 0.1, -1.6], [-0.3, 0.3, 0.2], [-0.2, -0.2, -0.2], [-0.1, 0.0, -0.5], [0.4, 0.3, 0.1], [-0.7, -1.1, -0.6], [1.1, 0.1, 0.9], [-1.6, -1.9, -0.8], [2.1, 1.4, 0.2], [-0.6, -0.7, -0.6], [0.6, -0.2, 1.0], [-1.0, -0.3, -0.1], [-0.7, 1.4, 1.1], [-0.8, -0.8, -0.3], [1.0, 0.1, -0.4], [-0.9, 0.8, 0.7], [0.3, -0.2, 0.3], [0.0, 0.7, -0.3], [0.3, 0.4, 0.5], [-0.5, 0.2, -0.6], [0.0, -0.6, 0.1], [-0.2, 0.4, -0.5], [-0.4, -0.2, 0.2], [1.3, 0.2, 0.0], [-0.1, 0.6, -0.8], [0.4, 0.0, -0.3], [0.4, 0.2, 0.6], [0.1, -0.4, -0.3], [1.8, 0.7, -0.4], [-2.0, 0.0, -1.3], [-1.2, 2.1, -0.2], [0.7, -1.7, 1.7], [0.3, -0.2, 0.2], [-0.4, 0.8, -0.5], [-0.6, 1.0, -0.3], [0.1, -0.1, -0.8], [-0.9, 1.2, 0.9], [0.6, -0.2, 0.4], [-0.4, 0.0, -0.1], [-0.1, -0.6, 0.5], [-0.1, -0.7, 0.6], [0.6, -0.8, -0.4], [0.5, 0.2, -0.6], [-0.1, 0.7, -0.1], [0.3, -0.1, 0.0], [0.2, -1.3, 0.5], [-0.6, -0.1, 0.5], [0.1, 0.2, 0.8], [0.5, -0.3, -0.1], [0.6, -0.4, -0.9], [0.0, -0.4, -0.2], [-0.2, -1.1, 1.1], [-1.0, 0.2, 1.6], [0.6, 0.1, -1.4], [0.0, -0.2, 1.1], [0.4, 0.0, 0.0], [-0.3, -1.2, 0.3], [-0.1, -2.8, 2.8], [-0.7, 1.7, -1.3], [1.2, 0.6, 1.1], [0.2, -0.2, -0.1], [0.3, 0.6, -0.6], [0.0, 1.0, 0.0], [-0.2, -0.3, -0.4], [0.3, 0.4, -0.2], [-0.1, 0.0, -0.5], [0.0, -0.5, -0.7], [0.0, 1.6, 0.0], [0.4, 0.0, -0.4], [0.1, 0.3, -1.2], [-0.1, 0.1, -0.4], [0.1, 0.4, -0.5], [-0.6, 0.1, -0.2], [-0.2, -0.5, -0.1], [-0.2, 0.7, 0.1], [0.5, -0.3, 0.8], [1.4, 0.5, 1.8], [-1.8, 0.2, -2.4], [-0.3, -0.6, -1.3], [-0.2, 1.0, 1.6], [-1.4, -0.1, -1.7], [1.4, 0.5, 1.6], [-0.3, 1.1, 0.8], [-0.1, -0.6, -0.3], [0.2, 0.1, -0.5], [-0.3, 0.2, -0.5], [-0.5, 0.1, 0.1], [-0.3, -0.6, 0.0], [0.8, -1.5, 0.5], [1.0, 1.0, 0.2], [0.1, 0.3, -0.5], [0.3, -0.3, -0.1], [0.0, -0.8, 0.3], [0.5, -0.1, 0.5], [0.4, -0.7, -0.3], [-0.7, -0.2, 0.0], [-0.5, 0.2, -0.7], [-0.9, 0.0, -0.2], [0.3, 1.6, -0.4], [-0.7, 1.0, 1.7], [0.3, 0.3, -1.3], [0.2, -0.2, -0.4], [-0.2, -1.9, 0.5], [-0.4, -0.3, 1.0], [-0.5, -0.2, -0.4], [-0.4, -0.7, 2.9], [0.4, -0.8, 0.0], [-0.1, -0.4, 0.2], [0.7, 0.0, -0.6], [0.5, -0.6, -0.1], [0.2, 0.0, 0.2], [-0.6, -0.5, 0.4], [0.2, -0.3, 0.5], [-0.2, 0.5, -0.7], [0.4, 0.3, -0.3], [0.0, 0.1, -0.3], [0.1, 0.4, -0.6], [-0.1, 0.0, -0.2], [-0.4, -0.1, -0.3], [1.5, 1.7, -1.6]]
}